The following is a DFT calculation (ωB97M-V/def2-TZVPD) of a cluster of 7 separate species, C31H55Cl2F4N9O19P in total in a non-equilibrium geometry.

Properties
- LUMO energy: -5.87 eV
- Net charge: +1
- E: -4796.5675 Eh
- Frontier orbital gap: 5.02 eV
- HOMO energy: -10.896 eV

Last column: Löwdin charge in e.
Positions of all 121 atoms, in Å:
C -3.620 2.835 6.899  -0.106
O -2.624 1.840 6.547  -0.246
C -2.027 2.123 5.241  -0.215
C -1.826 0.702 4.528  -0.155
C -0.624 0.693 3.424  -0.166
C -0.880 1.734 2.237  -0.103
C -0.697 1.246 0.736  -0.222
O 0.670 1.002 0.232  -0.105
N 1.578 0.865 1.232  0.000
O 2.574 0.430 0.735  0.104
C -0.923 2.682 -0.047  -0.028
P 0.542 3.840 -0.180  0.684
O 0.254 5.316 -0.466  -0.311
O 1.648 3.841 1.092  -0.140
O 1.438 3.280 -1.540  -0.142
N -2.193 2.739 -0.490  0.056
C -2.658 3.981 -1.195  -0.549
Cl -1.689 4.338 -2.743  0.692
C -2.797 5.265 -0.214  -0.630
C -2.746 6.652 -1.023  -0.147
Cl -4.446 5.230 0.657  0.599
C -2.979 1.462 -0.206  -0.212
O -3.796 1.748 0.979  0.008
C -4.165 1.256 -1.268  -0.210
F -3.787 1.542 -2.632  0.048
F -5.240 2.124 -0.838  0.041
C -4.885 -0.170 -1.341  -0.143
F -5.807 -0.248 -0.236  0.027
F -5.675 -0.162 -2.542  0.039
C -1.834 0.311 0.019  -0.161
C -1.443 -0.084 -1.480  -0.105
C -0.329 -1.206 -1.716  -0.159
C -1.017 -2.679 -1.862  -0.257
N -0.075 -3.783 -1.505  -0.015
C -2.466 -0.759 1.027  -0.075
C -1.657 -2.079 1.346  -0.162
C -0.148 -2.341 1.358  -0.057
C 0.527 -3.707 1.705  -0.042
C -0.338 -4.917 2.117  -0.017
C -1.887 -4.691 2.167  -0.199
C -2.888 -5.853 2.627  -0.093
C -2.522 -3.333 1.775  0.014
H -3.661 3.742 6.209  0.090
H -4.636 2.297 6.951  0.104
H -3.398 3.214 7.967  0.101
H -2.698 2.756 4.567  0.114
H -0.986 2.584 5.402  0.138
H -1.457 -0.022 5.353  0.130
H -2.794 0.238 4.129  0.117
H 0.317 0.993 4.023  0.130
H -0.490 -0.395 3.130  0.095
H -1.868 2.270 2.474  0.122
H -0.089 2.565 2.410  0.123
H 1.602 4.698 1.594  0.122
H 1.045 3.791 -2.289  0.063
H -3.724 3.881 -1.629  0.122
H -2.023 5.193 0.631  0.095
H -3.390 7.394 -0.427  0.053
H -3.230 6.577 -2.068  0.096
H -1.674 7.051 -1.061  0.094
H -3.596 2.662 1.294  0.085
H -4.205 -1.079 -1.322  0.159
H -1.078 0.858 -2.048  0.137
H -2.324 -0.468 -2.126  0.127
H 0.566 -1.197 -1.022  0.087
H 0.100 -1.005 -2.774  0.123
H -2.021 -2.740 -1.289  0.104
H -1.308 -2.849 -2.970  0.126
H 0.071 -4.438 -2.284  0.060
H -0.535 -4.301 -0.733  0.056
H -3.510 -1.138 0.694  0.122
H -2.715 -0.272 2.049  0.117
H 0.548 -1.485 1.099  0.062
H 1.674 -3.757 1.640  0.106
H 0.112 -5.919 2.405  0.101
H -3.866 -5.794 2.041  0.081
H -3.169 -5.626 3.726  0.094
H -2.383 -6.874 2.588  0.082
H -3.668 -3.217 1.827  0.111
C -4.601 10.224 1.264  0.041
N -4.171 10.374 -0.151  -0.442
O -3.110 9.860 -0.475  0.038
O -4.911 11.002 -0.886  0.079
H -3.850 9.645 1.799  0.092
H -4.693 11.223 1.687  0.104
H -5.559 9.705 1.262  0.102
C 3.679 -2.716 -2.741  0.053
N 2.796 -3.824 -3.187  -0.409
O 1.659 -3.536 -3.522  0.037
O 3.275 -4.947 -3.185  0.052
H 3.124 -1.781 -2.795  0.095
H 3.980 -2.928 -1.716  0.109
H 4.538 -2.693 -3.408  0.073
C 7.639 -3.658 -4.771  0.048
N 7.207 -2.470 -3.990  -0.430
O 6.618 -2.672 -2.936  0.026
O 7.471 -1.376 -4.458  0.068
H 7.339 -4.558 -4.238  0.102
H 7.152 -3.606 -5.745  0.109
H 8.723 -3.611 -4.868  0.065
C 2.776 -7.327 -5.214  0.037
N 3.205 -7.168 -6.627  -0.447
O 4.264 -7.680 -6.953  0.061
O 2.464 -6.534 -7.360  0.055
H 3.527 -7.909 -4.682  0.098
H 2.685 -6.331 -4.785  0.061
H 1.818 -7.846 -5.217  0.103
C -0.910 0.447 9.007  0.033
N -0.461 -0.950 9.242  -0.447
O 0.281 -1.448 8.409  0.054
O -0.868 -1.497 10.252  0.069
H -0.472 0.805 8.077  0.082
H -1.997 0.436 8.942  0.097
H -0.569 1.048 9.850  0.103
C 11.305 -2.092 -7.428  0.048
N 10.895 -3.497 -7.174  -0.427
O 11.200 -4.330 -8.007  0.089
O 10.277 -3.714 -6.141  0.027
H 11.841 -2.049 -8.374  0.098
H 10.400 -1.487 -7.469  0.103
H 11.949 -1.784 -6.605  0.103